No. 1
DFT (ωB97M-V/def2-TZVPD) results for a structure of composition C44H39CaF9N3P.

Calculated values
Molecular weight, g mol⁻¹: 851.85
Electronic energy, hartree: -3782.1892
E_HOMO, eV: -6.7
2S+1: 1
LUMO, eV: -0.075

Positions of all 97 atoms, in Å:
Ca: -0.7053 1.8395 -0.9633
C: -1.9796 3.2150 1.8199
N: -2.4856 3.1198 0.4459
C: -3.8074 2.4954 0.4352
C: -2.4189 4.4113 -0.2085
C: -3.5159 5.2457 -0.3463
C: -3.3980 6.4668 -0.9969
C: -2.1725 6.8432 -1.5250
C: -1.0642 6.0252 -1.3835
C: -1.1504 4.8049 -0.6988
N: -0.1232 3.9022 -0.5298
C: 1.1664 4.2469 -0.2537
C: 1.6367 5.5397 0.0649
C: 2.9651 5.7761 0.3626
C: 3.8900 4.7413 0.3676
C: 3.4373 3.4487 0.1539
C: 2.1086 3.1960 -0.1400
N: 1.5908 1.8320 -0.1618
C: 2.4307 0.9048 -0.9237
C: 1.4078 1.4056 1.2316
H: -2.6667 3.7829 2.4603
H: -1.0178 3.7243 1.8158
H: -1.8558 2.2130 2.2427
H: -4.4945 2.9504 1.1599
H: -3.7032 1.4373 0.6850
H: -4.2423 2.5732 -0.5596
H: -4.4779 4.9586 0.0590
H: -4.2607 7.1118 -1.0949
H: -2.0790 7.7807 -2.0587
H: -0.1207 6.3081 -1.8300
H: 0.9276 6.3533 0.1175
H: 3.2827 6.7836 0.6017
H: 4.9339 4.9281 0.5785
H: 4.1389 2.6268 0.2390
H: 3.3961 0.7116 -0.4420
H: 2.6078 1.3261 -1.9134
H: 1.9150 -0.0502 -1.0395
H: 2.3628 1.1830 1.7182
H: 0.7757 0.5170 1.2796
H: 0.9224 2.2117 1.7827
F: 3.6913 -6.9220 -3.0901
C: 3.1714 -7.1189 -1.8692
F: 2.3070 -8.1491 -1.9625
F: 4.1776 -7.5322 -1.0703
C: 2.5060 -5.8913 -1.3168
C: 2.4992 -4.7039 -2.0289
C: 1.8796 -3.5911 -1.4771
C: 1.2763 -3.6604 -0.2255
C: 1.2882 -4.8638 0.4779
C: 1.8967 -5.9777 -0.0690
P: 0.5689 -2.1063 0.4453
C: -1.1279 -2.5413 0.9529
C: -1.8437 -1.6158 1.7190
C: -3.2213 -1.6840 1.8097
C: -3.9072 -2.6758 1.1225
C: -3.2138 -3.6118 0.3706
C: -1.8325 -3.5425 0.2869
C: -5.4078 -2.6817 1.1240
F: -5.9170 -2.1249 2.2393
F: -5.9109 -3.9246 1.0320
F: -5.8992 -1.9806 0.0823
C: 1.5923 -1.9958 1.9709
C: 2.9557 -1.8038 1.7290
C: 3.8096 -1.3795 2.7296
C: 3.2994 -1.1373 3.9981
C: 1.9616 -1.3789 4.2725
C: 1.1141 -1.8150 3.2646
C: 4.1576 -0.5104 5.0570
F: 5.4701 -0.6623 4.8142
F: 3.9253 0.8206 5.1310
F: 3.9112 -1.0118 6.2803
H: 2.9676 -4.6427 -3.0011
H: 1.8547 -2.6582 -2.0282
H: 0.8212 -4.9283 1.4533
H: 1.9067 -6.9192 0.4652
H: -1.3201 -0.8141 2.2286
H: -3.7679 -0.9556 2.3941
H: -3.7519 -4.3791 -0.1693
H: -1.3049 -4.2623 -0.3249
H: 3.3452 -1.9709 0.7307
H: 4.8570 -1.2054 2.5237
H: 1.5841 -1.2096 5.2724
H: 0.0752 -2.0067 3.4994
C: -2.0963 0.0602 -1.7954
C: -1.6489 -0.5924 -3.0315
C: -2.0331 -0.1178 -4.2987
C: -1.6698 -0.7742 -5.4615
C: -0.8806 -1.9175 -5.4162
C: -0.4688 -2.3947 -4.1798
C: -0.8557 -1.7518 -3.0154
H: -2.1719 -0.6745 -0.9854
H: -3.0840 0.5120 -1.9412
H: -2.6425 0.7789 -4.3535
H: -2.0183 -0.4006 -6.4172
H: -0.6096 -2.4373 -6.3257
H: 0.1415 -3.2898 -4.1186
H: -0.5635 -2.1660 -2.0563

Here are the Mulliken charges for atoms 1 to 2, given in e: number 1, Ca, carries 1.510; number 2, C, carries -1.189

=====

No. 2
DFT (ωB97M-V/def2-TZVPD) results for a structure of composition C44H39LiN2P2SSi.

Calculated values
Molecular weight, g mol⁻¹: 724.85
Electronic energy, hartree: -3187.5704
E_HOMO, eV: -5.7
2S+1: 1
LUMO, eV: 0.054

Positions of all 90 atoms, in Å:
Li: 0.1354 -0.7626 -0.5045
C: 0.0399 2.0326 1.7947
Si: 0.0647 1.7157 -0.1031
C: 1.6735 2.6839 -0.5459
C: 1.8278 4.0411 -0.8491
C: 3.0752 4.6023 -1.0996
C: 4.2162 3.8173 -1.0368
C: 4.1024 2.4671 -0.7325
C: 2.8504 1.8992 -0.5049
P: 2.6416 0.1100 -0.1187
C: 4.3359 -0.4244 0.3669
C: 4.5635 -0.5536 1.7377
C: 5.8021 -0.9533 2.2233
C: 6.8283 -1.2493 1.3369
C: 6.6136 -1.1318 -0.0303
C: 5.3786 -0.7189 -0.5113
C: 2.4944 -0.6416 -1.8037
C: 1.9930 0.0797 -2.8911
C: 1.8017 -0.5351 -4.1243
C: 2.0969 -1.8789 -4.2917
C: 2.5835 -2.6132 -3.2170
C: 2.7756 -2.0022 -1.9864
C: -1.5602 2.6255 -0.6010
C: -1.7617 3.9384 -1.0386
C: -3.0295 4.4260 -1.3425
C: -4.1407 3.6092 -1.2066
C: -3.9780 2.2966 -0.7806
C: -2.7076 1.8028 -0.4951
P: -2.4346 0.0537 0.0127
C: -2.1293 -0.7878 -1.5988
C: -1.9892 -0.1206 -2.8174
C: -1.7043 -0.8274 -3.9783
C: -1.5403 -2.2065 -3.9413
C: -1.6665 -2.8831 -2.7370
C: -1.9597 -2.1764 -1.5758
C: -4.1535 -0.5232 0.3628
C: -4.9971 -1.1493 -0.5520
C: -6.2644 -1.5754 -0.1698
C: -6.7106 -1.3708 1.1279
C: -5.8824 -0.7395 2.0483
C: -4.6118 -0.3317 1.6686
H: 0.0387 3.1062 2.0092
H: 0.9232 1.5927 2.2734
H: -0.8530 1.5924 2.2527
H: 0.9642 4.6919 -0.8745
H: 3.1567 5.6582 -1.3317
H: 5.1912 4.2520 -1.2202
H: 4.9954 1.8591 -0.6726
H: 3.7539 -0.3380 2.4265
H: 5.9638 -1.0443 3.2907
H: 7.7927 -1.5743 1.7088
H: 7.4139 -1.3573 -0.7254
H: 5.2262 -0.6206 -1.5796
H: 1.7738 1.1343 -2.7782
H: 1.4228 0.0455 -4.9574
H: 1.9491 -2.3544 -5.2546
H: 2.8205 -3.6644 -3.3372
H: 3.1647 -2.5846 -1.1595
H: -0.9202 4.6094 -1.1447
H: -3.1488 5.4496 -1.6798
H: -5.1299 3.9858 -1.4369
H: -4.8471 1.6585 -0.6827
H: -2.1054 0.9562 -2.8535
H: -1.5996 -0.2945 -4.9164
H: -1.3034 -2.7513 -4.8477
H: -1.5330 -3.9576 -2.6972
H: -2.0770 -2.7093 -0.6381
H: -4.6691 -1.2986 -1.5734
H: -6.9082 -2.0616 -0.8935
H: -7.7000 -1.7011 1.4209
H: -6.2264 -0.5732 3.0624
H: -3.9606 0.1514 2.3905
N: -0.9465 -3.3441 2.5370
C: -0.3095 -3.8620 1.4693
S: 0.7712 -2.9126 0.6065
N: -0.6298 -5.1450 1.2078
C: -0.2898 -6.0215 0.1443
C: -0.7785 -7.3216 0.2668
C: -0.5347 -8.2647 -0.7149
C: 0.2024 -7.9230 -1.8410
C: 0.6849 -6.6290 -1.9610
C: 0.4482 -5.6724 -0.9807
H: -0.7565 -2.3837 2.7641
H: -1.6265 -3.8504 3.0778
H: -1.2369 -5.5803 1.8834
H: -1.3568 -7.5975 1.1434
H: -0.9226 -9.2689 -0.5990
H: 0.3972 -8.6576 -2.6127
H: 1.2613 -6.3451 -2.8338
H: 0.8341 -4.6713 -1.0957

Here are the Mulliken charges for atoms 1 to 2, given in e: number 1, Li, carries 0.660; number 2, C, carries -1.374

=====

No. 3
DFT (ωB97M-V/def2-TZVPD) results for a structure of composition C44H39MnN2O2P2Si in a non-equilibrium geometry.

Calculated values
Expectation value of S²: 8.77
Molecular weight, g mol⁻¹: 772.78
Charge: +1
Electronic energy, hartree: -4082.9452
E_HOMO (alpha / beta), eV: -9.6 / -10.2
2S+1: 6
LUMO (alpha / beta), eV: -2.495 / -3.206

Positions of all 91 atoms, in Å:
Mn: 0.2137 -1.4975 -0.0883
C: 0.7055 -2.4636 3.8881
Si: 0.2560 -1.6327 2.2804
C: -1.6273 -1.0835 2.4150
C: -2.1583 -1.0526 3.7130
C: -3.5115 -0.8711 3.9742
C: -4.3990 -0.7206 2.9237
C: -3.9216 -0.7335 1.6225
C: -2.5636 -0.8985 1.3415
P: -2.0915 -0.8164 -0.4659
C: -3.5372 -1.3876 -1.3976
C: -3.7428 -2.7638 -1.5033
C: -4.8424 -3.2576 -2.1881
C: -5.7375 -2.3778 -2.7839
C: -5.5323 -1.0080 -2.6919
C: -4.4347 -0.5097 -2.0000
C: -1.8967 0.9894 -0.8042
C: -1.8144 1.8082 0.4551
C: -2.0911 3.2685 0.1912
C: -1.5573 3.8247 -0.8809
C: -0.6669 2.9435 -1.7155
C: -1.2989 1.5436 -1.8583
C: 1.5214 -0.0787 2.1426
C: 1.5673 1.0338 2.8937
C: 1.6281 2.4187 2.2843
C: 2.3536 2.7086 0.9419
C: 2.4981 1.4472 0.0907
C: 1.7995 0.1921 0.6874
P: 2.8448 -1.2027 -0.4136
C: 1.6659 -2.0950 -1.5746
C: 1.5183 -1.5308 -2.8474
C: 0.6141 -2.0560 -3.7611
C: -0.1500 -3.1663 -3.4266
C: 0.0192 -3.7774 -2.1942
C: 0.9067 -3.2538 -1.2597
C: 3.3692 -2.4873 0.7744
C: 3.6748 -3.7747 0.3206
C: 4.2743 -4.6993 1.1643
C: 4.5993 -4.3477 2.4662
C: 4.3471 -3.0583 2.9101
C: 3.7509 -2.1286 2.0686
H: 0.7456 -1.7342 4.7027
H: 1.6927 -2.9229 3.7938
H: -0.0144 -3.2443 4.1565
H: -1.4912 -1.1908 4.5574
H: -3.8693 -0.8605 4.9974
H: -5.4583 -0.5929 3.1098
H: -4.6258 -0.6098 0.8075
H: -3.0441 -3.4495 -1.0356
H: -5.0027 -4.3262 -2.2592
H: -6.5953 -2.7614 -3.3228
H: -6.2302 -0.3221 -3.1567
H: -4.2755 0.5598 -1.9321
H: -2.5253 1.4566 1.1960
H: -2.7371 3.8099 0.8735
H: -1.7119 4.8626 -1.1562
H: -0.5477 3.3667 -2.7103
H: -1.1553 1.0133 -2.7972
H: 1.2760 0.9918 3.9438
H: 1.8391 3.1852 3.0282
H: 3.2812 3.2716 0.9990
H: 3.4925 1.3107 -0.3157
H: 2.1265 -0.6748 -3.1163
H: 0.5164 -1.6031 -4.7403
H: -0.8580 -3.5722 -4.1388
H: -0.5331 -4.6768 -1.9526
H: 1.1302 -3.8299 -0.3772
H: 3.4760 -4.0567 -0.7042
H: 4.4985 -5.6933 0.7976
H: 5.0696 -5.0685 3.1232
H: 4.6257 -2.7663 3.9151
H: 3.5757 -1.1245 2.4314
O: 2.4400 6.9551 -2.6595
C: 2.7080 5.6042 -2.9663
N: 1.9040 4.8728 -2.0059
C: 1.7547 3.5385 -2.0860
O: 2.3087 2.8758 -2.9538
C: 0.8143 2.8897 -1.0619
C: 1.0728 3.4301 0.3806
C: 0.2925 2.7348 1.5226
C: -0.3849 1.4833 1.0246
N: 0.4794 0.6576 0.0696
C: 1.3055 1.4740 -0.8968
H: 2.9505 7.5238 -3.2436
H: 3.7618 5.3540 -2.8400
H: 2.4055 5.3324 -3.9773
H: 1.4406 5.4265 -1.3057
H: 1.0672 4.5137 0.4835
H: -0.4280 3.3398 2.0701
H: -0.5571 0.8439 1.8726
H: 1.4413 0.9550 -1.8384

Here are the Mulliken charges for atoms 1 to 2, given in e: number 1, Mn, carries 0.160; number 2, C, carries -1.383

=====

No. 4
DFT (ωB97M-V/def2-TZVPD) results for a cluster of 2 separate species, C44H39N3O3 in total in a non-equilibrium geometry.

Calculated values
Molecular weight, g mol⁻¹: 657.81
Electronic energy, hartree: -2089.9783
E_HOMO, eV: -6.6
2S+1: 1
LUMO, eV: -2.563

Positions of all 89 atoms, in Å:
C: -5.2433 -0.0698 0.2040
C: -4.2023 0.5713 0.8839
C: -2.9571 -0.0409 1.0185
C: -2.7273 -1.3466 0.5257
C: -1.4675 -2.0609 0.7328
C: -0.2519 -1.4518 1.3256
C: 1.0902 -2.0788 1.0136
C: 1.3220 -2.9763 -0.0470
C: 2.5046 -3.7178 -0.1057
C: 3.4937 -3.5394 0.8670
C: 3.3327 -2.5452 1.8379
C: 2.1523 -1.8020 1.8918
O: -0.2894 -0.4843 2.1134
C: -1.5518 -3.5027 1.0640
C: -2.8770 -4.1869 1.3347
C: -3.8104 -3.7162 2.2608
C: -4.9632 -4.4629 2.5222
C: -5.1470 -5.7078 1.9032
C: -4.1657 -6.2098 1.0350
C: -3.0324 -5.4525 0.7579
O: -0.5801 -4.2593 1.1976
C: -3.7790 -1.9382 -0.2181
C: -5.0122 -1.3136 -0.3819
H: -6.2331 0.3857 0.1483
H: -4.3580 1.5557 1.3300
H: -2.1446 0.4486 1.5546
H: 0.5679 -3.1006 -0.8255
H: 2.6235 -4.4700 -0.8881
H: 4.3795 -4.1729 0.8706
H: 4.1058 -2.3631 2.5838
H: 2.0119 -1.0371 2.6582
H: -3.6379 -2.7583 2.7582
H: -5.7090 -4.0815 3.2220
H: -6.0398 -6.3050 2.1139
H: -4.2619 -7.1988 0.5795
H: -2.2424 -5.8318 0.1057
H: -3.6215 -2.9165 -0.6842
H: -5.7937 -1.8133 -0.9575
C: 4.5320 4.3717 -1.7963
N: 3.7008 3.4524 -1.0519
C: 3.6828 3.4820 0.3164
O: 4.4261 4.1531 1.0284
C: 2.6201 2.4937 0.7770
C: 1.5243 3.1383 1.6322
C: 2.0574 3.5728 2.9795
C: 2.0239 4.9182 3.3595
C: 2.6332 5.3186 4.5512
C: 3.2333 4.3651 5.3840
C: 3.2267 3.0130 5.0218
C: 2.6139 2.6132 3.8310
N: 2.1150 1.9618 -0.4926
C: 1.2061 0.9564 -0.4838
C: 0.4062 0.6079 -1.5601
C: -0.4994 -0.4452 -1.6760
C: -1.1288 -0.7284 -2.9451
C: -2.2924 -1.5361 -3.0648
C: -3.0342 -1.5630 -4.2341
C: -2.6056 -0.8631 -5.3690
C: -3.3993 -0.8865 -6.5619
N: -4.0749 -0.9308 -7.5201
C: -1.3894 -0.1716 -5.3169
C: -0.6321 -0.1656 -4.1538
C: 2.5854 2.7312 -1.6533
C: 1.5253 3.7392 -2.1372
C: 3.0904 1.8542 -2.8042
H: 5.2752 4.7965 -1.1167
H: 5.0399 3.8402 -2.6095
H: 3.9392 5.1877 -2.2371
H: 3.1103 1.6809 1.3447
H: 1.1146 4.0043 1.0823
H: 0.7108 2.4035 1.7696
H: 1.5484 5.6441 2.6943
H: 2.6400 6.3748 4.8246
H: 3.7102 4.6748 6.3147
H: 3.6953 2.2611 5.6577
H: 2.5814 1.5621 3.5327
H: 1.0930 0.4591 0.4773
H: 0.4902 1.2842 -2.4077
H: -0.7918 -1.0075 -0.8141
H: -2.6247 -2.1145 -2.2091
H: -3.9666 -2.1253 -4.2851
H: -1.0384 0.3657 -6.1995
H: 0.3569 0.2980 -4.1629
H: 1.3401 4.4922 -1.3565
H: 1.8982 4.2404 -3.0406
H: 0.5798 3.2432 -2.3752
H: 4.0036 1.3365 -2.4835
H: 2.3503 1.1067 -3.0967
H: 3.3122 2.4901 -3.6697

Here are the Mulliken charges for atoms 1 to 2, given in e: number 1, C, carries -0.646; number 2, C, carries -0.631

=====

No. 5
DFT (ωB97M-V/def2-TZVPD) results for a structure of composition C44H39N5O3Ti.

Calculated values
Molecular weight, g mol⁻¹: 733.70
Electronic energy, hartree: -3049.2959
E_HOMO, eV: -7.3
2S+1: 1
LUMO, eV: -0.414

Positions of all 92 atoms, in Å:
Ti: -0.1447 -0.3812 0.1587
O: -1.2014 -1.6858 0.9658
C: -2.3699 -1.8664 1.5487
C: -2.7866 -3.1595 1.8828
C: -4.0155 -3.3533 2.4792
C: -4.8609 -2.2774 2.7607
C: -4.4517 -1.0020 2.4392
C: -3.2094 -0.7791 1.8307
C: -2.7930 0.5670 1.5450
N: -1.6917 0.8921 0.9698
N: -1.4856 2.2704 0.8992
C: -0.2904 2.4706 0.4436
O: 0.4993 1.4932 0.1136
C: 0.2365 3.8494 0.3172
C: 1.5720 4.0419 -0.0185
C: 2.0832 5.3268 -0.1218
C: 1.2625 6.4216 0.1084
C: -0.0722 6.2309 0.4447
C: -0.5854 4.9492 0.5513
H: -2.1253 -3.9868 1.6603
H: -4.3277 -4.3592 2.7323
H: -5.8218 -2.4445 3.2283
H: -5.0890 -0.1508 2.6526
H: -3.4389 1.3819 1.8640
H: 2.1978 3.1765 -0.1898
H: 3.1237 5.4746 -0.3827
H: 1.6614 7.4250 0.0262
H: -0.7135 7.0847 0.6231
H: -1.6214 4.7840 0.8143
C: -0.6592 1.5185 5.2161
C: -0.8776 0.4069 4.3701
N: -0.0766 0.0578 3.4009
C: 1.0451 0.8012 3.1948
C: 1.3651 1.9241 3.9933
C: 0.4593 2.2711 5.0236
C: 2.5478 2.6551 3.7436
C: 3.3766 2.2773 2.7255
C: 3.0511 1.1766 1.9107
C: 1.9144 0.4370 2.1243
N: 1.5482 -0.6086 1.2465
C: 2.4103 -1.6682 1.1244
C: 3.5196 -1.9549 1.8958
C: 4.3057 -3.0938 1.6234
C: 4.0143 -3.9570 0.6046
C: 2.8728 -3.7073 -0.1952
C: 2.4523 -4.5336 -1.2595
C: 1.3185 -4.2197 -1.9533
C: 0.5925 -3.0678 -1.5968
N: 0.9688 -2.2666 -0.6277
C: 2.0871 -2.5766 0.0763
H: -1.3751 1.7536 5.9923
H: -1.7605 -0.2113 4.5140
H: 0.6702 3.1338 5.6449
H: 2.7781 3.5125 4.3645
H: 4.2811 2.8368 2.5226
H: 3.6938 0.9109 1.0797
H: 3.7912 -1.3091 2.7186
H: 5.1681 -3.2807 2.2516
H: 4.6297 -4.8245 0.4041
H: 3.0326 -5.4136 -1.5112
H: 0.9629 -4.8314 -2.7705
H: -0.3125 -2.8125 -2.1288
C: 1.1510 1.9811 -3.1440
C: 1.5928 0.5317 -3.3575
C: 2.4994 0.0233 -2.2381
C: 0.4016 -0.3370 -3.7277
C: 0.3574 -0.8153 -5.0352
C: -0.7604 -1.4427 -5.5538
C: -1.8884 -1.5549 -4.7630
C: -1.8983 -1.1291 -3.4382
C: -3.1919 -1.2853 -2.6612
C: -3.1843 -2.5316 -1.7774
C: -3.6042 -0.0313 -1.8911
C: -0.7155 -0.5817 -2.9037
O: -0.6853 -0.2747 -1.5785
H: 2.0137 2.6167 -2.9293
H: 0.4602 2.0638 -2.3100
H: 0.6592 2.3658 -4.0391
H: 2.2121 0.5281 -4.2591
H: 2.0623 0.1245 -1.2480
H: 3.4192 0.6146 -2.2286
H: 2.7728 -1.0230 -2.3887
H: 1.2199 -0.6498 -5.6712
H: -0.7663 -1.7981 -6.5764
H: -2.7950 -1.9880 -5.1715
H: -3.9601 -1.4458 -3.4234
H: -2.3619 -2.5057 -1.0673
H: -3.0785 -3.4359 -2.3824
H: -4.1144 -2.6118 -1.2095
H: -3.5842 0.8486 -2.5372
H: -2.9470 0.1652 -1.0478
H: -4.6217 -0.1512 -1.5112

Here are the Mulliken charges for atoms 1 to 2, given in e: number 1, Ti, carries -1.257; number 2, O, carries 0.569